[1]
This record from the Open Molecules 2025 dataset describes a 10-piece molecular cluster, C8H32O12 overall at a distorted geometry. The level of theory is ωB97M-V/def2-TZVPD.

The geometry in XYZ format:
```
52
Properties=species:S:1:pos:R:3:forces:R:3:nbo_charge:R:1
C 3.113162 0.018775 1.241999 1.6 1.2 -0.1 -0.619
C 4.577172 0.258645 0.747759 -1.4 -1.6 1.6 0.068
C 5.459422 -0.891635 1.259339 0.1 1.6 2.2 -0.099
O 6.278642 -1.233155 0.191329 -0.4 -0.4 -1.4 -0.474
C 5.686072 -0.733645 -0.928861 2.8 -0.5 -3.8 0.965
O 6.156152 -0.903585 -2.075261 -2.0 0.5 3.9 -0.598
O 4.644232 0.031275 -0.615161 0.0 -0.2 -2.4 -0.487
H 2.441442 0.493225 0.526609 -0.2 0.0 0.4 0.236
H 3.107482 0.509855 2.215099 -0.7 0.0 0.0 0.226
H 2.882502 -1.038205 1.375009 0.1 0.1 -0.2 0.212
H 4.972512 1.257565 0.932069 -0.2 0.0 0.3 0.188
H 4.809452 -1.663965 1.670589 0.4 -0.6 -0.5 0.185
H 6.107662 -0.537295 2.060789 0.0 -0.2 0.1 0.194
C -4.399108 -0.514925 1.608019 0.6 -1.7 -0.5 -0.242
O -5.311918 0.424055 1.976739 -1.6 1.9 0.6 -0.722
H -4.682308 -0.906285 0.630909 0.6 -0.1 -0.5 0.143
H -3.405908 -0.065905 1.613889 0.1 -0.3 -0.1 0.172
H -4.440278 -1.393615 2.251689 0.4 -0.1 0.2 0.182
H -6.162758 0.170515 1.611509 -0.1 0.2 0.2 0.468
C -3.860718 3.285595 0.851319 0.7 1.0 0.9 -0.248
O -3.842578 3.894065 -0.431431 -0.5 -0.5 -0.3 -0.741
H -4.847768 3.184065 1.302459 -0.1 -0.1 -0.3 0.181
H -3.342248 2.329185 0.918929 -0.1 0.0 -0.7 0.169
H -3.261488 3.964605 1.457929 -0.1 -0.2 0.7 0.172
H -4.028488 4.824445 -0.285051 0.0 0.0 -0.2 0.477
C 2.124482 -0.073295 -2.956341 0.5 -0.1 0.4 -0.259
O 1.055772 0.534515 -2.228621 0.2 -0.1 0.0 -0.751
H 1.732872 -0.682525 -3.770951 0.2 0.2 -0.2 0.167
H 2.825642 0.701145 -3.267321 -0.1 -0.1 -0.5 0.181
H 2.745572 -0.698775 -2.315161 -0.4 -0.1 0.2 0.186
H 0.888022 1.328765 -2.741091 -0.5 0.2 0.3 0.480
C 1.499502 -2.742225 -0.568221 0.3 0.2 0.8 -0.255
O 1.489342 -3.864185 0.301449 -0.5 -0.5 -0.3 -0.723
H 0.857282 -2.013945 -0.072971 0.3 0.3 -0.1 0.184
H 2.540782 -2.421075 -0.594851 -0.1 0.6 -0.4 0.162
H 1.108702 -2.886685 -1.575441 0.0 -0.4 0.0 0.167
H 1.844552 -4.612995 -0.183021 0.0 -0.1 0.1 0.464
O -2.771278 2.744035 -2.756601 0.5 0.3 -0.8 -0.986
H -3.120888 3.312385 -2.070321 -0.2 0.1 0.3 0.484
H -2.713018 1.880935 -2.346861 -0.1 -0.1 0.0 0.476
O 0.136722 1.049825 2.507789 0.4 0.3 0.6 -0.964
H -0.383578 0.961765 3.306399 0.0 0.0 0.3 0.459
H -0.494368 0.938675 1.796729 -0.1 -0.3 -0.7 0.491
O -3.240888 0.413455 -1.486421 0.2 -0.3 0.2 -0.953
H -3.731588 0.536795 -0.673871 -0.4 0.2 0.3 0.485
H -3.658378 -0.338145 -1.907161 0.0 -0.2 -0.2 0.492
O -2.393428 -3.193875 0.964649 -0.3 0.0 0.1 -0.944
H -2.446278 -3.518985 0.065899 0.0 -0.1 -0.2 0.465
H -1.630188 -2.616215 0.966399 0.3 0.3 0.0 0.481
O -0.923938 0.092905 0.213309 -0.2 -0.2 0.5 -0.988
H -0.260058 0.069285 -0.475851 0.5 0.2 -0.5 0.503
H -1.731688 0.334775 -0.239771 -0.2 -0.1 -0.5 0.487
```
Positions in Å, forces in eV/Å.

As for the structure (SMILES): C[C@H]1COC(=O)O1.CO.CO.CO.CO.O.O.O.O.O. Its charge is 0. The value obtained for the largest force on an atom is 4.8 eV Å⁻¹. The value obtained for the energy above the lowest of the compared OMol25 structures with the same formula, charge and spin is 1.054 eV. For the HOMO energy, the calculation gives -10.258 eV. The HOMO-LUMO gap comes out at 10.35 eV.

[2]
This record from the Open Molecules 2025 dataset describes a 2-piece molecular cluster, C3H6N2O overall at a distorted geometry. The level of theory is ωB97M-V/def2-TZVPD.

The geometry in XYZ format:
```
12
Properties=species:S:1:pos:R:3:forces:R:3:nbo_charge:R:1
C -0.348227 1.245407 0.355686 -0.1 0.1 0.1 -0.415
C 1.583951 -0.694256 1.482378 1.4 0.0 -0.2 0.498
O 2.568291 -0.572609 0.930790 -0.9 -0.1 0.5 -0.509
N -0.153803 -1.944256 -0.217857 -0.2 0.5 -0.1 -0.670
C -0.355440 -0.934951 -0.964458 0.0 -0.2 0.0 0.284
N -0.891578 0.315920 -0.641650 0.1 0.0 -0.3 -0.649
H 0.744357 1.371762 0.322685 -0.3 -0.2 -0.2 0.184
H -0.776323 2.222042 0.121350 0.0 -0.1 0.2 0.208
H -0.620591 0.993346 1.386747 0.0 -0.1 -0.3 0.203
H -0.480925 -1.758116 0.731021 0.1 0.0 0.0 0.336
H -0.108988 -1.051509 -2.027345 -0.2 0.0 0.1 0.153
H -1.160722 0.807218 -1.479348 0.1 0.0 0.0 0.376
```
Positions in Å, forces in eV/Å.

Its charge is 0. The value obtained for the largest force on an atom is 1.4 eV Å⁻¹. The value obtained for the energy above the lowest of the compared OMol25 structures with the same formula, charge and spin is 1.919 eV. For the HOMO energy, the calculation gives -9.263 eV. The HOMO-LUMO gap comes out at 10.08 eV.

[3]
This record from the Open Molecules 2025 dataset describes an isolated molecule of C22H28N4O3. The level of theory is ωB97M-V/def2-TZVPD.

The geometry in XYZ format:
```
57
Properties=species:S:1:pos:R:3:forces:R:3:nbo_charge:R:1
C -6.608593 -2.867290 -0.216770 0.2 -0.2 0.1 -0.607
C -5.278451 -3.454560 0.236197 -0.2 0.0 -0.1 -0.422
C -4.140814 -2.474631 0.350095 0.1 -0.1 0.0 0.000
C -4.251042 -1.132022 0.016053 0.0 -0.1 0.0 -0.222
C -3.169755 -0.275439 0.133971 0.2 0.0 0.0 -0.169
C -1.949071 -0.754964 0.586867 -0.4 -0.3 -0.1 0.106
N -0.850356 0.134183 0.738585 -0.2 0.2 0.3 -0.433
C -1.042073 1.262340 1.642953 0.1 0.3 0.1 -0.306
C -1.394486 2.542427 0.862276 0.3 -0.4 0.4 0.667
O -2.539320 2.931669 0.744614 -0.5 0.1 0.0 -0.641
N -0.323049 3.149061 0.336927 0.4 0.3 -0.1 -0.619
C -0.399733 4.316424 -0.519941 0.0 0.2 -0.1 -0.059
C 0.499643 5.415946 0.037303 -0.3 -0.1 -0.1 -0.607
C 0.002418 3.937848 -1.944309 -0.2 0.1 0.2 -0.610
C 0.317071 0.020190 0.080279 -0.1 -0.4 -0.2 0.720
O 1.232522 0.817714 0.272274 0.2 0.1 0.1 -0.692
C 0.425609 -1.102392 -0.934331 0.2 0.2 -0.2 -0.500
C 1.518176 -0.840455 -1.981690 0.0 -0.1 0.0 -0.491
C 2.873226 -1.404714 -1.565988 -0.4 0.3 -0.2 0.689
O 3.384460 -2.339003 -2.145102 0.1 -0.3 -0.1 -0.611
N 3.408386 -0.756258 -0.499931 -0.1 0.3 0.2 -0.636
C 4.607007 -0.997766 0.153370 0.5 -0.3 0.1 0.364
C 5.522400 -1.978185 -0.235531 0.0 -0.1 -0.1 -0.284
C 6.682269 -2.107912 0.503718 -0.1 0.2 0.2 -0.154
C 6.896879 -1.273108 1.592335 0.0 -0.1 0.0 -0.291
C 5.923205 -0.335071 1.890919 0.3 -0.1 0.1 0.050
N 4.808958 -0.196616 1.196065 -0.4 0.1 -0.2 -0.454
C -1.830135 -2.092051 0.949651 0.0 0.1 0.0 -0.219
C -2.914474 -2.936015 0.823834 0.0 0.1 -0.1 -0.195
H -6.526228 -2.438160 -1.212563 -0.1 0.1 -0.1 0.206
H -6.947495 -2.097839 0.472896 -0.1 0.1 0.0 0.207
H -7.362251 -3.650918 -0.247830 -0.1 0.0 0.0 0.217
H -4.978970 -4.241654 -0.463013 0.0 0.0 0.1 0.214
H -5.412921 -3.933029 1.210979 0.0 -0.1 -0.1 0.214
H -5.186319 -0.732209 -0.339854 -0.1 0.0 0.0 0.218
H -3.278889 0.769750 -0.111001 0.0 0.1 0.0 0.240
H -1.863170 1.024648 2.319754 0.1 0.1 -0.1 0.236
H -0.118701 1.415468 2.208168 -0.1 0.0 0.0 0.233
H 0.576505 2.686627 0.408710 -0.2 -0.1 0.1 0.429
H -1.445041 4.642015 -0.501394 0.2 -0.1 0.0 0.227
H 0.203831 5.667379 1.052669 0.0 0.0 0.1 0.217
H 1.536046 5.084763 0.047258 0.2 0.0 0.0 0.202
H 0.425163 6.308430 -0.577683 0.1 0.1 -0.1 0.211
H 1.028213 3.574177 -1.959821 0.1 0.0 0.0 0.202
H -0.650872 3.156914 -2.326905 0.0 -0.1 -0.1 0.213
H -0.070513 4.802084 -2.598571 0.0 0.1 -0.1 0.213
H -0.542356 -1.216413 -1.426594 0.1 -0.1 0.1 0.245
H 0.640162 -2.038151 -0.414065 -0.1 0.0 0.0 0.243
H 1.614528 0.233101 -2.154142 0.0 0.0 0.0 0.232
H 1.244798 -1.325250 -2.919074 0.1 0.0 0.1 0.239
H 2.856744 -0.000246 -0.085290 0.1 -0.2 -0.2 0.452
H 5.316633 -2.604376 -1.086596 0.0 0.0 0.0 0.258
H 7.414578 -2.854690 0.232728 0.0 0.0 0.0 0.216
H 7.792291 -1.349226 2.188701 0.1 0.0 0.1 0.218
H 6.032798 0.344007 2.726821 0.1 0.0 0.1 0.191
H -0.895713 -2.462801 1.343303 0.1 0.0 0.0 0.219
H -2.813702 -3.973737 1.107707 0.0 -0.1 0.0 0.213
```
Positions in Å, forces in eV/Å.

As for the structure (SMILES): CCc1ccc(N(CC(=O)NC(C)C)C(=O)CCC(=O)Nc2ccccn2)cc1. Its charge is 0. The value obtained for the largest force on an atom is 0.6 eV Å⁻¹. The value obtained for the energy above the lowest of the compared OMol25 structures with the same formula, charge and spin is 0.487 eV. For the HOMO energy, the calculation gives -8.608 eV. The HOMO-LUMO gap comes out at 9.19 eV.

[4]
This record from the Open Molecules 2025 dataset describes a 2-piece molecular cluster, C6H12O overall. The level of theory is ωB97M-V/def2-TZVPD.

The geometry in XYZ format:
```
19
Properties=species:S:1:pos:R:3:forces:R:3:nbo_charge:R:1
C 1.535064 0.856197 -1.945377 -0.1 0.0 0.0 -0.639
C 1.110304 0.750745 -0.509462 -0.1 0.1 0.1 -0.174
C -0.006312 1.280839 -0.015495 0.4 0.1 -0.1 -0.203
C -0.309452 1.386955 1.455677 0.0 0.0 0.0 -0.652
H 2.541879 1.295749 -2.008970 -0.3 -0.1 0.0 0.215
H 1.569569 -0.116166 -2.453004 0.0 0.1 0.1 0.219
H 0.833911 1.503302 -2.484561 0.2 -0.1 0.0 0.212
H 1.804466 0.263049 0.178497 -0.1 0.1 -0.1 0.185
H -0.697760 1.762512 -0.708784 0.1 0.0 0.1 0.197
H -1.350826 1.662801 1.627247 0.0 0.0 0.0 0.215
H 0.322395 2.160725 1.908661 -0.2 -0.1 0.0 0.224
H -0.113637 0.450912 1.987221 0.0 0.1 0.0 0.206
C -0.574471 -2.215076 0.752523 0.1 0.0 -0.1 -0.725
C -1.613181 -1.441409 -0.018551 -0.1 -0.2 -0.2 0.450
O -1.822068 -1.583774 -1.198441 0.1 0.1 0.4 -0.526
H 0.226810 -2.534271 0.083732 -0.1 0.0 0.1 0.236
H -1.051174 -3.106975 1.179462 0.0 0.1 -0.1 0.240
H -0.169575 -1.630080 1.583035 -0.1 -0.1 -0.2 0.219
H -2.235942 -0.746035 0.586590 0.1 0.0 -0.1 0.102
```
Positions in Å, forces in eV/Å.

As for the structure (SMILES): C/C=C/C.CC=O. Its charge is 0. The value obtained for the largest force on an atom is 0.4 eV Å⁻¹. The value obtained for the energy above the lowest of the compared OMol25 structures with the same formula, charge and spin is 1.360 eV. For the HOMO energy, the calculation gives -9.253 eV. The HOMO-LUMO gap comes out at 10.31 eV.